No. 1
{"formula": "C5H5NS", "method": "ωB97M-V with the def2-TZVPD basis set", "elements": ["C", "C", "C", "C", "C", "H", "H", "H", "H", "H", "N", "S"], "coordinates": [[-0.438, -0.271, -0.072], [0.769, -1.182, -0.295], [1.915, -0.649, 0.149], [-0.120, 1.141, 0.059], [0.123, 2.335, -0.234], [-3.873, -1.090, 0.376], [0.628, -2.383, -0.380], [3.022, -1.016, 0.107], [1.840, 0.443, 0.438], [0.767, 3.438, -0.017], [-1.637, -0.843, -0.102], [-2.994, 0.077, -0.028]], "nbo_charge": [0.1163, -0.2330, -0.3607, -0.1263, -0.1858, 0.1366, 0.2463, 0.2204, 0.2052, 0.2932, -0.5501, 0.2380], "total_charge": 0, "smiles": "C#C/C(C=C)=N\\S", "relative_energy_kcal_mol": 118.4, "lumo_energy_ha": -0.00839, "max_force_ev_per_a": 4.9}

***

No. 2
{"formula": "C5H5NS2", "method": "ωB97M-V with the def2-TZVPD basis set", "elements": ["C", "C", "C", "C", "C", "N", "S", "S", "H", "H", "H", "H", "H"], "coordinates": [[-0.112, 1.401, 0.151], [0.053, -1.733, 0.128], [1.966, 0.274, -0.231], [-1.281, 1.146, 0.663], [-1.166, -1.910, -0.281], [1.076, 1.360, -0.337], [3.559, 0.610, 0.066], [1.608, -1.402, 0.251], [-1.703, 1.944, 1.147], [-1.720, 0.202, 0.514], [-1.901, -2.157, 0.374], [-1.600, -1.754, -1.322], [1.221, 2.017, -1.123]], "nbo_charge": [0.2915, -0.2703, -0.2045, -0.5142, -0.4551, -0.5974, -0.0905, 0.5458, 0.2242, 0.2222, 0.2063, 0.2098, 0.4323], "total_charge": 0, "relative_energy_kcal_mol": 150.2, "lumo_energy_ha": [-0.02206, -0.02647], "max_force_ev_per_a": 3.1}

***

No. 3
{"formula": "C5H5O4Zr", "method": "ωB97M-V with the def2-TZVPD basis set", "elements": ["O", "C", "C", "C", "C", "O", "O", "C", "O", "H", "H", "H", "H", "H", "Zr"], "coordinates": [[3.244, 0.236, -0.078], [2.004, 0.068, -0.220], [0.856, 1.165, 0.186], [-0.402, 0.427, -0.498], [-1.891, 0.706, 0.032], [-2.314, 0.199, 1.135], [-2.837, 1.547, -0.626], [0.017, -1.097, -0.116], [1.354, -1.154, -0.724], [1.089, 2.261, -0.055], [0.820, 1.185, 1.347], [-0.475, 0.721, -1.606], [0.301, -1.111, 1.033], [-0.760, -1.912, -0.472], [-1.005, -3.240, 0.662]], "nbo_charge": [-0.2577, 0.7515, -0.5031, -0.3476, 0.7552, -0.2014, 0.0290, -0.1183, -0.4561, 0.3644, 0.3042, 0.3525, 0.2533, 0.0466, 2.0275], "total_charge": 3, "lumo_energy_ha": -0.69408, "max_force_ev_per_a": 7.6}

***

No. 4
{"formula": "C5H5OS", "method": "ωB97M-V with the def2-TZVPD basis set", "elements": ["C", "C", "C", "C", "C", "O", "S", "H", "H", "H", "H", "H"], "coordinates": [[1.100, -0.677, -0.549], [-0.251, -0.873, -0.686], [1.489, 0.306, 0.346], [-1.264, -0.157, 0.022], [-0.686, 0.923, 0.834], [0.651, 1.048, 1.089], [-1.399, 1.466, -0.861], [1.859, -0.915, -1.274], [-0.589, -1.581, -1.476], [2.511, 0.214, 0.718], [-2.149, -0.781, 0.111], [-1.271, 1.027, 1.726]], "nbo_charge": [-0.2059, -0.2465, 0.1739, -0.3626, 0.0644, -0.3975, 0.6407, 0.2719, 0.2495, 0.2302, 0.3073, 0.2746], "multiplicity": 3, "total_charge": 1, "relative_energy_kcal_mol": 1.7, "lumo_energy_ha": [-0.17048, -0.31958], "max_force_ev_per_a": 4.0, "s_squared": 2.019}

***

No. 5
{"formula": "C5H6", "method": "ωB97M-V with the def2-TZVPD basis set", "elements": ["C", "C", "C", "C", "C", "H", "H", "H", "H", "H", "H"], "coordinates": [[-2.293, -0.002, -0.177], [-1.132, -0.020, 0.164], [0.270, -0.008, 0.569], [1.319, -0.743, -0.244], [1.299, 0.754, -0.230], [-3.298, 0.055, -0.517], [0.388, -0.002, 1.647], [2.105, -1.263, 0.303], [0.977, -1.243, -1.142], [0.961, 1.285, -1.110], [2.085, 1.285, 0.328]], "nbo_charge": [-0.2479, -0.0060, -0.3155, -0.3950, -0.3950, 0.2341, 0.2391, 0.2194, 0.2243, 0.2242, 0.2185], "total_charge": 0, "smiles": "C#CC1CC1", "relative_energy_kcal_mol": 39.7, "lumo_energy_ha": 0.04442, "max_force_ev_per_a": 1.2}

***

No. 6
{"formula": "C5H6", "method": "ωB97M-V with the def2-TZVPD basis set", "elements": ["C", "C", "C", "C", "C", "H", "H", "H", "H", "H", "H"], "coordinates": [[2.312, 0.354, -0.195], [1.333, -0.435, 0.342], [-0.115, -0.414, 0.720], [-1.025, 0.838, 0.051], [-0.996, -0.515, -0.528], [3.419, 0.039, -0.578], [-0.305, -0.791, 1.661], [-1.973, 1.242, 0.647], [-0.275, 1.812, -0.145], [-0.508, -0.893, -1.417], [-1.866, -1.236, -0.559]], "nbo_charge": [-0.3065, 0.0154, -0.3380, -0.3814, -0.4326, 0.2490, 0.2334, 0.2352, 0.2552, 0.2410, 0.2292], "total_charge": 0, "smiles": "C#CC1CC1", "relative_energy_kcal_mol": 114.3, "lumo_energy_ha": 0.00274, "max_force_ev_per_a": 8.0}

***

No. 7
{"formula": "C5H6BrCl2N3", "method": "ωB97M-V with the def2-TZVPD basis set", "elements": ["C", "C", "C", "C", "C", "N", "N", "N", "Cl", "Cl", "Br", "H", "H", "H", "H", "H", "H"], "coordinates": [[1.874, -0.814, 0.020], [2.496, 0.331, 0.287], [0.393, -0.990, -0.222], [0.093, 1.270, 0.291], [-1.814, 0.091, -0.540], [-0.371, 0.145, -0.150], [-0.097, -2.179, -0.441], [-0.368, 2.421, 0.620], [2.893, -2.239, 0.002], [3.690, 1.295, 0.745], [-2.882, -0.834, 0.946], [-2.249, 1.215, -0.537], [-1.898, -0.411, -1.482], [0.604, -2.979, -0.515], [-1.086, -2.168, -0.624], [0.126, 3.293, 0.749], [-1.404, 2.553, 0.851]], "nbo_charge": [-0.2619, 0.1769, 0.5887, 0.5334, -0.3078, -0.4656, -0.6283, -0.7038, 0.1598, 0.4318, 0.0922, 0.2793, 0.2468, 0.4951, 0.4581, 0.4716, 0.4338], "total_charge": 2, "lumo_energy_ha": [-0.36408, -0.36362], "max_force_ev_per_a": 6.2}

***

No. 8
{"formula": "C5H6BrO2", "method": "ωB97M-V with the def2-TZVPD basis set", "elements": ["C", "C", "C", "C", "C", "O", "O", "Br", "H", "H", "H", "H", "H", "H"], "coordinates": [[3.880, -1.362, 3.005], [-0.816, -0.156, -0.264], [-0.799, 0.704, 0.966], [0.338, 0.767, -0.123], [1.747, 0.383, -0.187], [4.655, -1.853, 2.308], [3.073, -0.810, 3.549], [2.806, 1.939, 0.795], [-0.839, -1.236, -0.008], [-1.632, 0.049, -0.929], [-1.557, 1.481, 1.163], [-0.527, 0.268, 1.854], [0.178, 1.589, -0.866], [1.977, -0.454, 0.431]], "nbo_charge": [1.0182, -0.4175, -0.4651, -0.2872, -0.5289, -0.5365, -0.4837, -0.3381, 0.1865, 0.1874, 0.1795, 0.1886, 0.1830, 0.1140], "total_charge": -1, "relative_energy_kcal_mol": 45.1, "lumo_energy_ha": 0.11510, "max_force_ev_per_a": 4.9}

***

No. 9
{"formula": "C5H6BrO3", "method": "ωB97M-V with the def2-TZVPD basis set", "elements": ["C", "C", "C", "C", "C", "O", "O", "O", "Br", "H", "H", "H", "H", "H", "H"], "coordinates": [[-0.686, 0.847, -2.444], [-1.118, 0.538, -1.297], [-1.593, 1.939, -3.360], [1.011, 0.093, 1.131], [0.068, -0.726, 0.302], [-1.107, 3.044, -3.274], [-2.524, 1.414, -3.924], [-0.818, -1.462, 1.071], [1.160, -1.981, -0.850], [0.225, 0.573, -2.943], [-1.979, 0.750, -0.704], [0.433, 0.797, 1.732], [1.675, 0.651, 0.472], [1.615, -0.526, 1.808], [-1.502, -1.821, 0.491]], "nbo_charge": [-0.3830, -0.1089, 0.8174, -0.6996, 0.1985, -0.7181, -0.7177, -0.7453, -0.1815, 0.2268, 0.1820, 0.2172, 0.2321, 0.1965, 0.4836], "total_charge": -1, "relative_energy_kcal_mol": 35.0, "lumo_energy_ha": 0.11545, "max_force_ev_per_a": 4.1}

***

No. 10
{"formula": "C5H6Cl2O", "method": "ωB97M-V with the def2-TZVPD basis set", "elements": ["C", "C", "C", "C", "C", "H", "H", "H", "H", "H", "H", "O", "Cl", "Cl"], "coordinates": [[0.595, 0.839, -0.581], [-0.763, 0.280, -1.148], [-0.630, -1.549, 0.396], [0.129, -0.848, 1.196], [0.484, 0.604, 0.918], [-0.750, 0.235, -2.230], [-1.572, 0.845, -0.841], [-0.762, -2.617, 0.506], [0.518, -1.336, 2.067], [-0.314, 1.263, 1.340], [1.493, 0.825, 1.357], [-1.171, -1.002, -0.703], [0.699, 2.527, -1.025], [2.043, -0.065, -1.252]], "nbo_charge": [-0.0325, -0.1000, 0.1547, -0.3216, -0.4871, 0.2077, 0.1957, 0.2021, 0.2211, 0.2363, 0.2393, -0.4980, 0.0211, -0.0385], "total_charge": 0, "smiles": "ClC1(Cl)CC=COC1", "relative_energy_kcal_mol": 11.2, "lumo_energy_ha": 0.02754, "max_force_ev_per_a": 2.6}